[1]
{"formula": "C28H19CdClN3O9", "method": "ωB97M-V/def2-TZVPD", "charge": -1, "homo_energy_ev": -5.39, "gap_ev": 7.6, "e_lumo_ha": 0.0811, "largest_force_ev_per_a": 4.03, "species": ["Cd", "Cl", "O", "O", "O", "O", "O", "O", "O", "O", "O", "N", "N", "N", "C", "C", "C", "C", "C", "C", "C", "C", "C", "C", "C", "C", "C", "C", "C", "C", "C", "C", "C", "C", "C", "C", "C", "C", "C", "C", "C", "C", "H", "H", "H", "H", "H", "H", "H", "H", "H", "H", "H", "H", "H", "H", "H", "H", "H", "H", "H"], "coordinates": [[0.5510, -0.5191, 0.9700], [-4.2797, 3.3419, 0.2752], [-1.5545, -5.9098, -2.6375], [0.7154, 2.8633, -0.2996], [-2.3801, -0.8118, 4.1270], [-5.2363, 2.5462, 3.1487], [3.3589, 0.5561, 2.6655], [0.0011, -1.6900, -0.9796], [2.3014, -2.0629, 0.6484], [-4.3150, 0.8159, 4.1979], [-0.7230, -1.3010, 2.7012], [-1.7366, 0.4462, 0.8443], [1.7969, 1.3548, 1.1030], [-2.2988, 1.5124, 0.1397], [4.0278, 4.9622, 3.1890], [-1.6489, 0.6884, -1.9837], [-1.3482, 0.8720, -3.3234], [0.4792, -5.7856, -1.6458], [-1.8952, 1.7902, -1.1660], [-1.7747, -0.6647, 3.0254], [2.5343, -2.9907, -0.1442], [-4.3489, 1.6876, 3.2010], [-1.2515, 2.1749, -3.8786], [-0.6849, -5.0656, -2.0454], [1.4804, -5.0575, -1.0618], [2.2554, 3.6643, 1.4247], [-0.7971, -3.6874, -1.9028], [-2.2983, 0.4078, 2.0329], [1.4428, -3.6663, -0.8793], [-3.3132, 2.1096, 0.9104], [2.3206, 5.0203, 1.4334], [-1.4954, 3.2750, -3.0530], [2.8060, 1.4892, 2.1041], [1.4995, 2.6508, 0.6197], [3.9091, 3.5869, 3.2265], [3.0676, 2.9248, 2.2994], [0.2430, -2.9543, -1.2114], [-2.5491, -5.2421, -3.4938], [3.9797, -3.4094, -0.3544], [3.2418, 5.7059, 2.2809], [-3.3126, 1.5123, 2.2008], [-1.8381, 3.0939, -1.7102], [-1.6744, -0.3012, -1.5701], [1.6255, 5.6507, 0.8473], [-3.5125, 0.0812, 4.1148], [-1.7364, -3.1771, -2.2222], [0.4923, -6.8416, -1.7715], [-3.0748, -4.3500, -2.9939], [-2.0450, -4.8382, -4.4123], [2.2984, -5.6112, -0.6283], [4.6937, 5.4657, 3.8714], [4.3750, 2.9256, 4.0152], [-0.9436, 2.2756, -4.9093], [-3.2594, -6.0518, -3.8075], [-1.4325, 4.2649, -3.4645], [-2.0991, 3.9409, -1.0933], [4.1429, -4.2699, -0.9485], [3.4167, 6.7774, 2.1710], [4.4259, -3.5403, 0.6059], [-1.1685, -0.0174, -3.9770], [4.5440, -2.6179, -0.8253]], "mulliken_charge": [2.32, -0.12, -0.43, -0.55, -0.77, -0.66, -0.63, -1.28, -0.76, -0.59, -0.96, -0.31, -0.34, 0.56, -0.47, -0.15, -0.44, -0.90, 0.33, 0.88, 0.82, 0.50, -0.50, 0.97, -0.61, 0.39, -0.38, 0.13, 0.03, 0.20, -0.07, -0.88, 0.35, -0.11, -0.34, 0.07, 0.24, -0.71, -1.43, -0.52, -0.16, -0.36, 0.29, 0.40, 0.43, 0.14, 0.46, 0.31, 0.32, 0.37, 0.39, 0.34, 0.39, 0.24, 0.37, 0.41, 0.42, 0.36, 0.36, 0.33, 0.33]}



[2]
{"formula": "C25H29CrF2N2O3PS2", "method": "ωB97M-V/def2-TZVPD", "charge": -2, "homo_energy_ev": [0.74, -1.07], "de_lowest_kj_mol": 92.2, "spin_multiplicity": 5, "gap_ev": [3.8, 5.6], "e_lumo_ha": [0.1653, 0.1651], "largest_force_ev_per_a": 0.80, "species": ["Cr", "S", "S", "P", "F", "F", "O", "O", "O", "N", "N", "C", "C", "C", "C", "C", "C", "C", "C", "C", "C", "C", "C", "C", "C", "C", "C", "C", "C", "C", "C", "C", "C", "C", "C", "C", "H", "H", "H", "H", "H", "H", "H", "H", "H", "H", "H", "H", "H", "H", "H", "H", "H", "H", "H", "H", "H", "H", "H", "H", "H", "H", "H", "H", "H"], "coordinates": [[1.4254, 0.7118, 0.4394], [-0.5540, -0.5993, 1.3561], [2.0690, 0.8940, 2.7164], [-2.3229, 0.7416, -1.3261], [2.9779, 2.6866, -1.1338], [2.4753, 3.4138, 0.8829], [1.5097, 0.2615, -1.7297], [-1.6572, 3.4894, 0.0195], [0.0589, 2.0886, 0.0342], [2.6573, -1.1164, 0.4585], [3.4277, -0.7870, -2.3585], [3.9722, -1.1155, -0.0050], [0.9935, -0.1524, 3.6272], [2.8532, 2.2523, 0.2090], [-6.1082, 2.0231, -2.1862], [3.2431, -3.1257, 1.6841], [-0.6312, 3.0369, 2.1222], [2.0916, -0.5979, -2.3869], [1.2634, -0.3676, 4.9848], [-4.7324, -0.3551, -2.5275], [4.9305, -2.0040, 0.4194], [-1.5736, 1.7066, -2.7077], [-1.7898, -0.9421, -1.8565], [2.3381, -2.2084, 1.2370], [-0.7738, 2.8765, 0.6278], [1.3301, -1.4868, -3.3388], [4.2124, -0.2697, -1.2133], [-0.9796, -1.5153, 3.8894], [-4.7812, 1.9228, -1.8021], [4.6253, -3.0127, 1.3445], [0.4360, -1.1371, 5.7872], [-0.1431, -0.7603, 3.0547], [-4.0594, 0.7328, -1.9766], [-0.7053, -1.7101, 5.2342], [-6.7638, 0.9260, -2.7379], [-6.0710, -0.2625, -2.9029], [-1.9482, -1.1334, -2.9241], [-1.3437, 3.7803, 2.4779], [5.3779, -3.6856, 1.7336], [-6.5722, -1.1268, -3.3250], [-1.8940, 1.3352, -3.6860], [1.0203, -2.3814, -2.7937], [-1.8449, 2.7546, -2.5843], [1.2950, -2.2910, 1.5063], [1.9398, -1.7802, -4.1940], [2.8835, -3.9389, 2.3047], [0.4366, -0.9680, -3.6754], [-1.8651, -1.9576, 3.4460], [3.7082, -1.7123, -2.6544], [-4.2104, -1.2939, -2.6678], [2.1530, 0.0908, 5.4032], [0.3908, 3.3167, 2.3734], [3.8998, 0.7595, -1.1016], [5.9303, -1.9162, -0.0007], [-4.2758, 2.7680, -1.3429], [-1.3737, -2.3094, 5.8437], [-0.7272, -1.0161, -1.6284], [0.6813, -1.2907, 6.8328], [5.2651, -0.2867, -1.4962], [-6.6425, 2.9553, -2.0404], [-7.8065, 0.9973, -3.0249], [3.8901, 2.0861, 0.5373], [-2.2978, -1.7003, -1.2586], [-0.8231, 2.0742, 2.6003], [-0.4904, 1.6322, -2.5995]], "mulliken_charge": [0.75, -0.24, -0.72, 0.62, -0.32, -0.26, 0.03, -0.73, 0.38, 1.03, -0.13, 0.60, 0.40, -0.18, -0.48, -0.80, -0.97, 0.49, -0.76, -0.40, -0.71, -1.03, -0.88, -0.75, 0.57, -1.48, -0.91, -0.69, -0.67, -0.75, -0.50, 0.08, 0.12, -0.50, -0.40, -0.52, 0.47, 0.36, 0.37, 0.35, 0.46, 0.32, 0.37, 0.51, 0.45, 0.39, 0.25, 0.36, 0.32, 0.27, 0.39, 0.20, -0.16, 0.30, 0.42, 0.31, -0.35, 0.30, 0.41, 0.36, 0.34, 0.34, 0.41, 0.04, 0.09]}